52
Properties=species:S:1:pos:R:3:forces:R:3:lowdin_charge:R:1 method="wB97M-V/def2-TZVPD" orbital_gap_ev=9.38 molar_mass_g_mol=391.5 homo_energy_ev=-8.9 charge=0 smiles="COc1ccc(S(=O)(=O)N[C@H](C(=O)NCCc2ccccn2)C(C)C)cc1" max_force_ev_per_a=0.91
C -0.146 0.868 -5.029 0.1888 -0.0358 -0.1329 -0.081
H 0.486 0.097 -4.575 -0.0125 0.0417 0.0058 0.086
O -1.295 1.122 -4.255 -0.2530 0.0765 0.2403 -0.076
C -1.146 1.636 -3.007 0.0030 0.0789 0.1857 -0.272
C 0.079 1.872 -2.386 -0.0202 -0.0525 -0.3021 -0.027
C 0.105 2.385 -1.099 0.0329 0.0668 0.0830 -0.049
C -1.072 2.677 -0.447 0.2397 0.3749 0.6610 -0.286
C -2.295 2.463 -1.058 -0.0959 -0.0328 -0.2269 -0.050
C -2.333 1.936 -2.330 0.0721 -0.0090 -0.0449 0.019
H -3.269 1.748 -2.831 -0.1264 -0.0087 -0.0452 0.124
H -3.202 2.713 -0.531 -0.1802 -0.0254 0.0016 0.124
S -1.013 3.329 1.220 -0.1596 0.1231 0.1363 0.650
O -1.943 4.411 1.341 -0.2762 -0.2558 -0.1496 -0.282
O 0.363 3.554 1.559 0.0683 -0.2971 -0.1556 -0.291
N -1.561 2.112 2.213 0.2580 0.8065 -0.3367 -0.077
H -2.548 1.935 2.068 -0.1992 0.0315 -0.1023 0.118
C -0.794 0.887 2.142 -0.0842 -0.3765 0.1094 -0.277
C -1.358 0.030 1.005 0.4043 -0.0864 -0.0101 -0.475
O -2.543 0.067 0.721 -0.4385 -0.0542 0.1220 0.061
N -0.464 -0.728 0.359 0.1903 -0.0556 -0.0247 0.081
H 0.522 -0.747 0.611 -0.2058 0.2187 0.1009 0.100
C -0.813 -1.588 -0.747 -0.2214 -0.0241 -0.1558 -0.147
H -1.058 -2.595 -0.382 -0.0608 0.0571 -0.0999 0.131
H -1.700 -1.173 -1.231 0.0897 -0.0967 0.0352 0.123
C 0.360 -1.664 -1.728 -0.1300 -0.0517 0.2024 -0.112
C 1.559 -2.307 -1.088 0.0121 -0.2236 -0.3856 -0.276
N 2.076 -1.679 -0.035 -0.0296 0.2647 0.0230 0.090
C 3.122 -2.202 0.578 0.3129 -0.1859 0.1377 -0.125
C 3.727 -3.382 0.177 -0.0529 -0.0194 -0.0639 -0.061
C 3.194 -4.044 -0.918 -0.0292 0.0877 0.0575 -0.060
C 2.092 -3.502 -1.559 0.0746 0.0270 0.0977 -0.016
H 1.651 -3.996 -2.411 -0.0559 -0.0165 -0.0769 0.111
H 3.628 -4.970 -1.266 0.0338 -0.0637 -0.0239 0.108
H 4.584 -3.769 0.704 0.0737 -0.0125 0.0633 0.102
H 3.490 -1.643 1.429 0.1033 -0.0278 0.0776 0.110
H 0.060 -2.228 -2.611 0.0040 0.0239 -0.0199 0.117
H 0.617 -0.645 -2.023 -0.0030 -0.0535 -0.0734 0.096
H 0.240 1.181 1.935 0.0584 -0.2194 0.0528 0.146
C -0.860 0.143 3.492 0.2546 0.1397 -0.0443 -0.367
C -0.073 -1.165 3.445 -0.3541 0.0837 0.0335 -0.063
H -0.506 -1.862 2.733 0.0425 -0.1283 -0.0431 0.074
H -0.082 -1.633 4.427 0.0454 -0.0620 0.0787 0.081
H 0.962 -0.976 3.167 0.1897 0.0030 -0.0437 0.078
C -0.327 1.050 4.597 -0.2497 -0.0715 -0.1454 -0.064
H 0.731 1.248 4.441 0.1834 0.0387 0.0095 0.086
H -0.854 1.999 4.585 0.0201 0.0945 0.1080 0.073
H -0.457 0.581 5.569 0.0283 -0.0340 0.1052 0.078
H -1.914 -0.081 3.691 -0.0135 -0.0006 -0.0421 0.147
H 1.039 2.576 -0.594 0.1490 -0.0037 -0.0025 0.117
H 1.010 1.673 -2.893 0.0560 -0.0362 -0.0578 0.108
H 0.442 1.777 -5.185 -0.0148 -0.0340 0.0257 0.099
H -0.514 0.509 -5.989 0.0773 0.0165 0.0555 0.096